{"formula": "C69H68NO31P", "method": "ωB97M-V with the def2-TZVPD basis set", "species": ["C", "C", "O", "C", "C", "C", "C", "C", "N", "C", "O", "C", "C", "O", "C", "O", "C", "C", "C", "C", "C", "C", "C", "C", "C", "C", "C", "C", "C", "C", "C", "C", "O", "O", "C", "P", "C", "C", "C", "C", "C", "O", "H", "H", "H", "H", "H", "H", "H", "H", "H", "H", "H", "H", "H", "H", "H", "H", "H", "H", "H", "H", "H", "H", "H", "H", "H", "H", "H", "H", "H", "H", "H", "H", "H", "H", "H", "H", "H", "H", "H", "H", "H", "H", "H", "H", "O", "C", "C", "C", "O", "C", "O", "C", "C", "O", "H", "H", "H", "H", "O", "C", "C", "C", "O", "C", "O", "C", "C", "O", "H", "H", "H", "H", "O", "C", "C", "C", "O", "C", "O", "C", "C", "O", "H", "H", "H", "H", "O", "C", "C", "C", "O", "C", "O", "C", "C", "O", "H", "H", "H", "H", "O", "C", "C", "C", "O", "C", "O", "C", "C", "O", "H", "H", "H", "H", "O", "C", "C", "C", "O", "C", "O", "C", "C", "O", "H", "H", "H", "H"], "coordinates": [[1.7031, 6.6667, 1.6062], [0.6309, 7.1354, 0.5267], [1.2870, 7.5777, -0.6857], [1.1601, 6.4813, -1.6272], [1.9000, 6.7896, -2.9775], [3.3138, 6.1101, -3.1364], [3.3144, 4.5415, -2.8139], [4.0870, 4.3727, -1.4413], [4.0318, 3.0054, -0.8676], [3.0760, 2.8562, 0.2019], [2.8870, 3.5662, 1.1474], [2.4017, 1.5062, -0.1696], [1.3354, 0.7293, 0.4476], [0.7485, 1.2728, 1.6287], [1.4578, 0.7958, 2.7630], [0.8188, 0.3298, 3.6665], [3.0073, 0.8428, 2.8868], [3.7282, 1.8987, 3.6093], [5.1942, 1.9240, 3.7073], [6.0407, 0.9131, 3.0587], [5.3223, -0.1548, 2.3321], [3.8530, -0.1886, 2.2501], [0.8730, -0.5725, -0.1077], [-0.2957, -1.2558, 0.6899], [-1.7284, -0.6356, 0.4170], [-1.9515, -0.0851, -1.0416], [-2.1660, 0.4572, 1.4767], [1.5080, -1.1720, -1.3222], [1.0555, -2.5567, -1.8935], [0.3289, -2.4864, -3.2855], [0.0885, -4.0116, -3.7391], [0.1985, -4.2269, -5.2781], [0.5517, -5.3243, -5.6693], [-0.1058, -3.2550, -6.2115], [2.6198, -0.4210, -1.9576], [3.6122, -0.9155, -3.4667], [2.5973, -0.2159, -4.9222], [3.7390, -2.7819, -3.6480], [4.4793, -3.4626, -2.3926], [2.9959, 0.8830, -1.3606], [4.0936, 1.9022, -1.7945], [4.8441, 1.8357, -2.7315], [2.5797, 6.2678, 1.0259], [1.2500, 5.9016, 2.2877], [2.0906, 7.5383, 2.2057], [-0.0989, 6.3054, 0.3335], [0.0711, 7.9992, 0.9701], [0.0601, 6.3720, -1.8497], [1.4890, 5.5366, -1.1127], [2.0407, 7.8991, -3.0494], [1.2675, 6.4665, -3.8458], [4.0917, 6.6280, -2.5053], [3.6402, 6.2364, -4.2062], [2.2693, 4.1486, -2.6780], [3.8593, 3.9912, -3.6224], [3.5811, 5.0707, -0.7112], [5.1336, 4.7647, -1.5776], [3.1884, 2.7342, 4.1128], [5.7264, 2.7235, 4.2771], [7.1561, 0.9518, 3.1258], [5.9688, -0.9179, 1.8316], [3.4286, -1.0247, 1.6532], [-0.0680, -1.0515, 1.7792], [-0.3268, -2.3694, 0.5911], [-2.4681, -1.4824, 0.5480], [-3.0031, 0.3352, -1.0632], [-1.9580, -0.9335, -1.7787], [-1.2776, 0.7592, -1.3334], [-3.2841, 0.6019, 1.4865], [-1.7241, 1.4696, 1.2684], [-1.8506, 0.1611, 2.5176], [0.2945, -2.9726, -1.1705], [1.8969, -3.2990, -1.8630], [-0.6724, -1.9832, -3.2583], [0.9284, -2.0264, -4.1077], [0.9554, -4.5797, -3.2896], [-0.8307, -4.4556, -3.2752], [0.4560, -3.4639, -6.9869], [1.5241, -0.1596, -4.5935], [2.7524, -0.7944, -5.8651], [2.9309, 0.8577, -5.0286], [2.7820, -3.3059, -3.9017], [4.4325, -2.9569, -4.5223], [4.4006, -2.7448, -1.5277], [3.8688, -4.3673, -2.1120], [5.5413, -3.7169, -2.6331], [-4.6396, 0.1774, 9.0006], [-4.3930, 0.5427, 7.8664], [-5.4394, 0.8951, 6.9061], [-5.1202, 1.2749, 5.6663], [-6.0660, 1.6067, 4.7642], [-3.6989, 1.3512, 5.2141], [-3.4544, 1.6844, 4.0694], [-2.6514, 1.0221, 6.1797], [-2.9696, 0.6452, 7.4221], [-2.0233, 0.3393, 8.3304], [-6.4648, 0.8336, 7.2444], [-5.5790, 1.8416, 3.9501], [-1.6252, 1.0981, 5.8446], [-2.5091, 0.0983, 9.1424], [1.6449, -4.6951, -0.2673], [1.8880, -5.1042, 0.8562], [1.8199, -6.5220, 1.2076], [2.0770, -6.9267, 2.4547], [2.0217, -8.2278, 2.7994], [2.4376, -5.9543, 3.5298], [2.6462, -6.3608, 4.6567], [2.5286, -4.5381, 3.1715], [2.2741, -4.1382, 1.9224], [2.3524, -2.8430, 1.5668], [1.5551, -7.2148, 0.4207], [2.2457, -8.2563, 3.7500], [2.8073, -3.8444, 3.9535], [2.1214, -2.8137, 0.6166], [-5.8194, -5.6395, -8.1684], [-4.8026, -6.3005, -8.0600], [-4.7233, -7.6997, -8.4783], [-3.5894, -8.3902, -8.3241], [-3.4917, -9.6787, -8.7039], [-2.3716, -7.7675, -7.7215], [-1.3662, -8.4383, -7.5831], [-2.4442, -6.3611, -7.3252], [-3.5770, -5.6701, -7.4827], [-3.6673, -4.3727, -7.1272], [-5.6115, -8.1394, -8.9107], [-2.5779, -9.9460, -8.4856], [-1.5509, -5.9160, -6.9062], [-4.5828, -4.1074, -7.3396], [-11.5054, 1.4932, 0.5687], [-10.7842, 1.1917, 1.5021], [-10.1179, 2.1887, 2.3383], [-9.3210, 1.8092, 3.3430], [-8.6989, 2.7099, 4.1258], [-9.0806, 0.3647, 3.6453], [-8.3350, 0.0610, 4.5573], [-9.7665, -0.6322, 2.8228], [-10.5651, -0.2518, 1.8212], [-11.2089, -1.1512, 1.0522], [-10.2982, 3.2296, 2.1079], [-8.1821, 2.1862, 4.7704], [-9.5987, -1.6733, 3.0622], [-11.7162, -0.6249, 0.4045], [4.8694, 8.1103, -1.3996], [5.6160, 8.9686, -0.9674], [6.8376, 9.3757, -1.6588], [7.6333, 10.3120, -1.1329], [8.7623, 10.7056, -1.7515], [7.3099, 10.9697, 0.1701], [8.0722, 11.8046, 0.6216], [6.0756, 10.5792, 0.8491], [5.2776, 9.6451, 0.3214], [4.1340, 9.2710, 0.9265], [7.0613, 8.8907, -2.5991], [9.1546, 11.3857, -1.1705], [5.8439, 11.0750, 1.7817], [3.7395, 8.5853, 0.3494], [-3.0849, -3.9734, 1.2855], [-2.9233, -4.8285, 2.1383], [-3.7173, -4.8810, 3.3641], [-3.4907, -5.8297, 4.2789], [-4.2104, -5.8993, 5.4136], [-2.4255, -6.8607, 4.0870], [-2.2398, -7.6952, 4.9520], [-1.6469, -6.8219, 2.8485], [-1.8771, -5.8754, 1.9342], [-1.1754, -5.8187, 0.7847], [-4.4830, -4.1282, 3.4920], [-3.8533, -6.6654, 5.9032], [-0.8906, -7.5839, 2.7128], [-1.5306, -5.0480, 0.3006]], "atomic_forces_ev_per_a": [[-0.168, 0.446, -0.789], [0.511, 0.441, 1.439], [-0.644, -1.353, 0.204], [-0.377, 0.340, -0.668], [0.611, -0.183, 0.325], [-0.015, -0.505, -0.240], [0.582, 0.746, 0.574], [0.120, 1.190, -0.472], [-0.741, 0.836, -0.066], [0.193, -2.525, -1.676], [0.044, 0.041, -0.733], [-1.332, -3.331, -1.029], [1.184, 0.178, -1.627], [1.777, -1.544, -0.212], [0.127, -0.346, 0.970], [0.210, 0.584, -0.524], [3.044, 0.154, -0.780], [0.926, -1.024, -0.484], [-0.270, -1.620, -1.112], [-3.447, -0.199, -0.120], [-0.372, 1.820, 1.112], [1.260, 1.273, 0.630], [0.839, 0.548, -0.253], [0.381, 0.925, 0.594], [-0.814, 0.155, -0.025], [-1.051, -0.230, 0.445], [0.161, 0.024, 0.084], [0.661, 2.045, 1.030], [-0.949, 1.007, 0.588], [-0.217, -1.408, -0.530], [0.792, 1.445, 0.295], [-0.190, -1.780, -0.127], [-0.056, 1.007, 0.159], [0.836, -0.043, 1.351], [-1.212, 1.043, 1.723], [0.976, 0.244, -0.321], [-0.440, 0.506, 1.055], [0.185, -0.826, -0.172], [-1.410, 0.587, -0.206], [-0.560, 0.131, 1.011], [-1.014, -0.645, 0.581], [-0.402, 0.445, 0.569], [-0.833, -0.047, 0.788], [0.662, 0.600, -0.596], [-0.523, -0.826, -0.564], [0.636, 0.759, -0.003], [0.339, -0.647, -0.634], [0.921, -0.028, 0.209], [-0.110, 0.700, -0.649], [-0.283, -0.877, 0.062], [0.399, 0.264, 0.856], [-1.069, -0.717, -0.756], [-0.323, -0.010, 0.978], [0.903, 0.248, -0.358], [-0.694, 0.349, 0.746], [0.699, -0.881, -0.546], [-0.915, -0.654, 0.219], [0.326, -0.897, -0.579], [-0.872, -0.644, -0.533], [-1.265, -0.077, -0.111], [-1.039, 0.587, 0.397], [0.196, 0.990, 0.707], [-0.296, -0.434, -1.121], [0.160, 0.976, -0.215], [0.850, 0.780, -0.153], [1.084, -0.408, -0.033], [0.346, 0.936, 0.493], [-0.297, -0.922, 0.219], [1.080, -0.333, -0.140], [-0.281, -1.016, 0.159], [-0.316, 0.315, -1.069], [0.850, 0.389, -0.836], [-0.824, 1.045, -0.427], [1.073, -0.150, 0.213], [-0.405, -0.175, 0.978], [-0.982, 0.245, -0.814], [0.632, 0.425, -0.805], [-0.650, -0.126, 0.314], [0.865, -0.214, -0.776], [-0.183, 0.499, 0.827], [-0.142, -1.231, -0.100], [0.834, 0.339, 0.306], [-0.876, 0.527, 0.666], [0.445, -0.781, -0.650], [0.970, 0.691, -0.215], [-1.025, 0.239, 0.386], [0.355, 0.012, -0.021], [-0.638, 0.035, -0.023], [0.060, -0.074, 0.259], [-0.905, 0.019, -0.007], [1.080, 0.108, 0.078], [0.730, -0.048, 0.042], [-0.446, 0.084, 0.038], [-0.084, 0.092, -0.276], [0.920, -0.055, 0.083], [-0.899, 0.053, -0.109], [0.012, -0.027, -0.025], [-0.062, 0.020, 0.026], [-0.014, -0.030, -0.008], [0.097, -0.005, -0.019], [0.244, -0.044, 0.616], [-0.177, -0.943, -0.268], [0.018, 0.275, -0.255], [-0.131, -0.831, -0.367], [0.113, 0.835, 0.337], [0.142, 0.581, 0.321], [-0.073, -0.301, -0.206], [-0.003, -0.203, 0.197], [0.198, 0.772, 0.436], [-0.243, -0.913, -0.399], [-0.021, 0.012, 0.024], [-0.033, -0.084, -0.053], [-0.018, 0.006, -0.028], [0.010, 0.158, 0.051], [0.240, 0.238, 0.137], [-0.384, -0.471, -0.281], [-0.150, 0.281, 0.047], [-0.518, -0.699, -0.399], [0.462, 0.666, 0.373], [0.429, 0.500, 0.288], [-0.269, -0.255, -0.186], [0.165, -0.215, -0.013], [0.498, 0.640, 0.344], [-0.474, -0.660, -0.329], [0.020, -0.004, 0.013], [-0.068, -0.041, -0.027], [0.016, -0.044, 0.001], [0.069, 0.040, 0.040], [-0.024, -0.388, 0.000], [0.063, 0.724, 0.074], [-0.188, -0.136, -0.268], [0.082, 0.984, 0.168], [-0.205, -0.939, -0.130], [-0.053, -0.732, -0.003], [-0.259, 0.231, 0.017], [0.203, 0.108, 0.188], [-0.113, -0.939, -0.113], [0.120, 0.880, 0.114], [0.016, -0.016, 0.013], [0.151, 0.131, -0.074], [-0.007, 0.019, -0.017], [0.012, -0.088, 0.008], [0.003, 0.277, 0.444], [0.413, -0.034, -0.500], [-0.290, -0.193, 0.023], [0.528, -0.155, -0.791], [-0.508, 0.133, 0.745], [-0.402, 0.166, 0.631], [0.174, -0.100, -0.350], [0.311, 0.170, -0.058], [-0.666, 0.143, 0.846], [0.645, -0.180, -0.821], [0.015, 0.014, 0.018], [0.033, -0.038, -0.074], [-0.004, -0.024, -0.017], [-0.189, 0.049, 0.086], [0.314, -0.214, -0.172], [-0.551, 0.359, 0.360], [0.104, 0.129, -0.316], [-0.726, 0.441, 0.472], [0.701, -0.405, -0.477], [0.492, -0.356, -0.270], [-0.276, 0.206, 0.110], [-0.006, -0.105, 0.254], [0.654, -0.446, -0.413], [-0.622, 0.440, 0.417], [0.016, -0.013, 0.016], [-0.073, 0.069, 0.043], [-0.017, 0.002, -0.009], [0.050, -0.064, -0.037]], "lowdin_charge": [-0.071, -0.253, -0.182, -0.217, -0.151, -0.189, -0.157, -0.134, 0.042, -0.320, 0.129, 0.031, -0.106, 0.029, -0.358, 0.144, -0.092, -0.022, -0.071, -0.067, -0.060, -0.012, -0.047, -0.102, -0.362, -0.076, -0.091, -0.096, -0.173, -0.157, -0.072, -0.474, 0.068, 0.074, -0.228, 0.981, -0.269, -0.423, -0.144, -0.034, -0.365, 0.084, 0.057, 0.078, 0.073, 0.113, 0.118, 0.126, 0.107, 0.117, 0.112, 0.069, 0.110, 0.117, 0.103, 0.108, 0.137, 0.117, 0.098, 0.099, 0.097, 0.083, 0.107, 0.098, 0.118, 0.085, 0.064, 0.084, 0.077, 0.083, 0.071, 0.097, 0.070, 0.108, 0.066, 0.119, 0.133, 0.132, 0.028, 0.043, 0.036, 0.044, 0.077, 0.055, 0.064, 0.073, 0.113, -0.312, 0.085, -0.213, 0.075, -0.301, 0.107, 0.085, -0.229, 0.106, 0.138, 0.128, 0.137, 0.118, 0.073, -0.294, 0.070, -0.238, 0.102, -0.310, 0.122, 0.094, -0.207, 0.074, 0.143, 0.122, 0.142, 0.090, 0.109, -0.316, 0.075, -0.231, 0.103, -0.309, 0.119, 0.085, -0.227, 0.101, 0.136, 0.118, 0.114, 0.117, 0.109, -0.317, 0.076, -0.226, 0.101, -0.309, 0.106, 0.077, -0.232, 0.102, 0.136, 0.094, 0.136, 0.118, 0.094, -0.291, 0.081, -0.229, 0.105, -0.315, 0.111, 0.077, -0.220, 0.102, 0.138, 0.119, 0.137, 0.101, 0.104, -0.307, 0.080, -0.227, 0.109, -0.309, 0.120, 0.083, -0.220, 0.093, 0.138, 0.120, 0.131, 0.115], "energy_ha": -5398.4865, "homo_lumo_gap_ev": 6.16, "smiles": "CCOCCCCCN1C(=O)c2c(OC(=O)c3ccccc3)c(CC(C)C)c(CCCC(=O)O)c(P(C)CC)c2C1=O.O=C1C=C(O)C(=O)C=C1O.O=C1C=C(O)C(=O)C=C1O.O=C1C=C(O)C(=O)C=C1O.O=C1C=C(O)C(=O)C=C1O.O=C1C=C(O)C(=O)C=C1O.O=C1C=C(O)C(=O)C=C1O", "total_charge": 0, "lumo_energy_ev": -1.870, "e_homo_ev": -8.027}